--- a ---
Molecular formula: C6H8Si
Method: DFT, the ωB97M-V functional and the def2-TZVPD basis

HOMO energy = -9.99 eV
Net charge = 0

Each line ends with the Mulliken charge.
Cartesian coordinates (Å):
H (0.62354, 0.22720, -2.56023)  0.288
C (2.46639, -1.65087, 0.21745)  0.377
H (3.34902, -2.09482, -0.23193)  0.348
C (-2.72233, -1.50520, -0.01518)  0.437
H (0.97160, 1.27133, 1.95807)  0.323
C (-0.05873, 1.01007, 1.61203)  -1.004
H (-0.59211, 1.46638, -2.08644)  0.355
C (0.22490, 0.89787, -1.74667)  -1.026
H (-3.73806, -1.67258, 0.16647)  0.400
H (-0.58257, 0.39289, 2.45854)  0.255
H (-0.55765, 2.05647, 1.47970)  0.280
Si (-0.08619, -0.01827, -0.05750)  0.399
C (1.39501, -1.08638, 0.34013)  -0.846
C (-1.66442, -0.95980, 0.05943)  -0.893
H (0.97160, 1.66572, -1.59388)  0.308


--- b ---
Molecular formula: C6H8Si
Method: DFT, the ωB97M-V functional and the def2-TZVPD basis

HOMO energy (alpha / beta) = -7.83 / -7.84 eV
Net charge = 0

Each line ends with the Mulliken charge.
Cartesian coordinates (Å):
H (-0.28395, 1.39296, 2.87035)  0.268
C (-1.01175, 1.35307, 2.13183)  -0.469
H (0.84649, 2.88460, -1.13300)  0.268
Si (1.32133, -1.04535, -0.97637)  0.265
H (-1.59966, -3.85379, -0.79675)  0.383
H (-0.05314, -0.27754, 1.57628)  0.113
C (1.07283, 1.90256, -1.50023)  -0.531
H (1.57265, 1.88086, -2.42671)  0.252
C (0.87218, 0.73850, -0.87583)  -0.128
H (2.50536, -1.90515, -0.67557)  -0.054
C (-0.89094, -3.09564, -0.96463)  0.159
H (-1.81812, 2.14852, 1.97981)  0.214
C (0.07575, -2.41075, -1.15598)  -0.596
C (-1.04066, 0.20081, 1.43278)  -0.471
H (-1.56838, 0.08635, 0.51404)  0.328


If we sort the structures by their calculated energies, the order from most to least stable is a, b.


--- a ---
Molecular formula: C2H8N2P2
Method: DFT, the ωB97M-V functional and the def2-TZVPD basis

HOMO energy = -8.73 eV
Net charge = 0

Each line ends with the Mulliken charge.
Cartesian coordinates (Å):
N (-1.28601, 1.34195, 0.36338)  -0.391
H (-0.25180, -1.54558, -0.81181)  0.211
N (0.89389, 0.09695, -0.13824)  -0.027
H (0.06655, 2.02267, -1.37298)  0.048
H (2.10180, -1.17924, 1.08003)  0.001
C (-0.12247, -0.82608, 0.02199)  -0.395
H (-1.68317, 0.08408, -1.13702)  0.281
C (-1.48204, 0.02689, -0.08675)  -0.760
H (-2.28744, -0.47762, 0.38993)  0.423
H (-1.67154, 1.54442, 1.35535)  0.313
H (2.98882, -1.37076, -0.77402)  0.018
H (-0.02667, -1.38296, 0.95319)  0.408
P (2.44309, -0.23297, 0.16995)  -0.183
P (0.31700, 1.89824, -0.01298)  0.054


--- b ---
Molecular formula: C2H8N2P2
Method: DFT, the ωB97M-V functional and the def2-TZVPD basis

HOMO energy = -9.10 eV
Net charge = 0

Each line ends with the Mulliken charge.
Cartesian coordinates (Å):
H (2.49089, -0.97156, 0.37075)  0.277
P (0.99098, -1.31990, 1.96251)  -0.069
N (-0.55405, 0.23606, -2.80424)  -0.505
C (-0.62274, -0.77866, -2.11330)  -0.319
H (-0.32775, 1.41956, 1.71094)  0.195
P (1.53015, 1.08470, 0.03996)  0.045
H (-0.83370, -0.84945, -1.13859)  0.321
C (0.44947, 1.92070, 1.03499)  -0.471
H (-0.43337, -1.70007, -2.67044)  0.234
H (-0.33112, -0.80493, 1.61124)  -0.004
N (1.60210, -0.56477, 0.57281)  -0.301
H (1.09886, -0.50930, 3.25175)  0.057
H (0.32177, 3.01510, 0.90215)  0.277
H (-0.82814, 1.25484, -2.49284)  0.261


If we sort the structures by their calculated energies, the order from most to least stable is a, b.


--- a ---
Molecular formula: C3H4NS
Method: DFT, the ωB97M-V functional and the def2-TZVPD basis

HOMO energy = -16.47 eV
Net charge = +1

Each line ends with the Mulliken charge.
Cartesian coordinates (Å):
H (0.40778, -0.79473, 1.92449)  0.358
H (0.93815, -1.40641, -0.63823)  0.359
C (0.02174, -0.36888, 0.91821)  0.013
N (-1.12822, 0.10963, 0.75234)  -0.320
S (0.16899, 0.65601, -1.47754)  0.146
H (-2.09410, 1.32702, -0.72960)  0.368
C (0.98393, -0.29082, -0.25139)  -0.400
H (1.93601, 0.13309, -0.00390)  0.434
C (-1.23428, 0.63508, -0.49437)  0.042


--- b ---
Molecular formula: C3H4NS
Method: DFT, the ωB97M-V functional and the def2-TZVPD basis

HOMO energy = -15.56 eV
Net charge = +1

Each line ends with the Mulliken charge.
Cartesian coordinates (Å):
H (0.46037, 1.47274, -0.89207)  0.382
H (0.04873, 1.27180, 1.05800)  0.377
C (-0.03149, 0.94854, 0.05650)  -0.439
N (-0.40719, -1.61988, 0.11746)  -0.279
H (0.92144, -0.69609, -1.01689)  0.334
H (1.46768, -0.78943, 0.74521)  0.359
C (-1.24401, -0.69703, -0.01434)  0.608
S (-1.91993, 0.79218, -0.04423)  0.090
C (0.70439, -0.68283, -0.00964)  -0.431


--- c ---
Molecular formula: C3H4NS
Method: DFT, the ωB97M-V functional and the def2-TZVPD basis

HOMO energy (alpha / beta) = -13.63 / -14.77 eV
Net charge = +1

Each line ends with the Mulliken charge.
Cartesian coordinates (Å):
S (-2.12364, -0.20837, -1.45458)  0.127
C (-3.26008, -0.16349, -0.35885)  -0.024
C (-0.36846, -0.30400, -0.63282)  -0.612
H (0.69449, -0.06558, 1.08118)  0.410
H (0.28119, 0.28774, -1.27445)  0.420
H (-0.38357, 1.19594, 0.82313)  0.418
C (-1.16700, -0.25146, 1.78661)  -0.029
N (-0.27898, 0.15636, 0.78584)  -0.101
H (-0.10284, -1.36246, -0.70739)  0.390


--- d ---
Molecular formula: C3H4NS
Method: DFT, the ωB97M-V functional and the def2-TZVPD basis

HOMO energy = -16.34 eV
Net charge = +1

Each line ends with the Mulliken charge.
Cartesian coordinates (Å):
H (-1.68446, 0.68043, -0.00181)  0.500
N (0.03671, 1.55466, -0.02229)  -0.356
H (2.07365, 2.01201, -0.02251)  0.468
C (1.39120, 1.27765, 0.00923)  0.046
H (-0.22327, -1.15961, -0.96587)  0.346
C (-0.00147, -0.81107, -0.00277)  -0.442
H (-0.21003, -1.50878, 0.80299)  0.440
S (1.75550, -0.35572, 0.02542)  0.139
C (-0.68173, 0.49285, -0.02213)  -0.140


If we sort the structures by their calculated energies, the order from most to least stable is d, a, b, c.


--- a ---
Molecular formula: Cl4O16Pb
Method: DFT, the ωB97M-V functional and the def2-TZVPD basis

HOMO energy = -4.73 eV
Net charge = -2

Each line ends with the Mulliken charge.
Cartesian coordinates (Å):
O (-5.73980, -0.57975, -1.46682)  -0.599
O (-1.14174, 1.23949, 6.84328)  -0.602
Cl (-1.03545, 1.32129, 5.45601)  1.540
O (-1.80160, 0.23155, 4.82595)  -0.617
Pb (-0.82845, 0.38264, 0.35178)  1.617
Cl (-5.52635, -1.22213, -0.20096)  1.595
O (2.01023, 1.55082, -5.83506)  -0.592
O (4.14450, -0.42135, 0.41280)  -0.615
O (5.95578, 0.16354, -1.11990)  -0.608
O (-6.68132, -2.07780, 0.25638)  -0.630
O (6.11640, 0.05600, 1.25760)  -0.586
O (2.25565, -0.67369, -5.45465)  -0.599
O (-4.26947, -1.89615, -0.14124)  -0.665
Cl (5.53757, -0.51929, 0.13549)  1.529
O (-5.25877, -0.28898, 0.76345)  -0.623
O (0.29345, 1.46571, 4.97109)  -0.575
O (5.83730, -2.00914, 0.04751)  -0.638
O (0.40867, -0.18402, -6.66983)  -0.598
Cl (1.20133, 0.36194, -5.52354)  1.475
O (-1.89245, 2.55038, 5.40988)  -0.622
O (0.41445, 0.54902, -4.31932)  -0.587


--- b ---
Molecular formula: Cl4O16Pb
Method: DFT, the ωB97M-V functional and the def2-TZVPD basis

HOMO energy = -4.65 eV
Net charge = -2

Each line ends with the Mulliken charge.
Cartesian coordinates (Å):
O (-18.04892, 14.23914, 13.84381)  -0.570
O (-24.28811, 9.02464, 14.44765)  -0.497
Pb (-18.43776, 10.51145, 16.89324)  1.264
O (-24.86370, 11.44416, 14.51915)  -0.523
Cl (-23.86838, 10.31754, 14.18262)  1.482
O (-14.08893, 12.87156, 18.01360)  -0.610
O (-22.50457, 4.62936, 17.28274)  -0.588
O (-11.84771, 12.29572, 18.86455)  -0.644
Cl (-12.65843, 13.28951, 18.13981)  1.498
O (-11.89542, 13.58153, 16.96785)  -0.592
O (-22.10891, 4.88887, 19.60224)  -0.567
O (-24.21477, 10.50791, 12.81683)  -0.534
O (-20.71420, 6.10478, 18.23838)  -0.559
O (-20.59326, 3.83356, 18.41688)  -0.690
O (-18.44947, 13.65125, 11.63883)  -0.599
O (-22.53862, 10.67646, 14.46994)  -0.511
O (-18.83551, 15.76949, 11.93325)  -0.528
Cl (-21.55748, 5.00214, 18.34622)  1.501
O (-16.46091, 14.57397, 12.21824)  -0.540
Cl (-17.91620, 14.71644, 12.49317)  1.459
O (-12.55819, 14.51820, 18.94861)  -0.651


If we sort the structures by their calculated energies, the order from most to least stable is a, b.